The following is a quantum chemistry calculation of a molecular structure, C18H42BCrF4NO11, from the OMol25 dataset.

DFT total energy = -83328.268 eV
HOMO energy (alpha / beta) = -8.915 / -9.530 eV
2S+1 = 5
HOMO-LUMO gap (alpha / beta) = 6.65 / 7.38 eV
<S²> = 6.29

The geometry in XYZ format:
```
78
C18H42BCrF4NO11 | the OMol25 dataset | ωB97M-V/def2-TZVPD
Cr 3.1707 -1.0243 -3.7575
N -0.2616 -2.8257 -4.0678
H 0.2564 -2.1753 -4.6412
H -0.1645 -3.8153 -4.2451
H -1.2560 -2.6491 -4.0746
H 0.0776 -2.6844 -3.1270
C 4.4233 2.0340 -0.8183
C 4.7623 1.2405 -2.1060
C 5.4418 -0.0465 -1.6690
O 3.7764 1.0118 -3.0531
H 3.8246 2.9228 -1.0174
H 5.3116 2.3151 -0.2525
H 3.8845 1.3519 -0.1606
H 5.4377 1.7998 -2.7534
H 6.3051 -0.0192 -1.0042
H 5.9878 -0.4210 -2.5349
H 4.6846 -0.7366 -1.2968
C 1.0722 -0.9155 -0.2208
C 1.5416 -2.2059 -0.8943
C 0.5783 -3.3759 -0.6971
O 1.7846 -1.9039 -2.2742
H 0.0921 -0.6519 -0.6183
H 1.8380 -0.1474 -0.3290
H 0.9071 -1.1573 0.8292
H 2.5315 -2.4561 -0.5126
H 0.2886 -3.3154 0.3519
H 0.9670 -4.3518 -0.9881
H -0.3331 -3.2120 -1.2721
B -1.1658 1.4981 -3.1629
F -1.2462 0.1110 -3.0823
F -0.3016 1.6907 -4.1695
F -2.3666 2.0076 -3.6384
F -0.7090 1.9730 -1.9704
C -0.6548 1.5105 2.2844
C 0.1573 2.3116 1.2584
O -0.0075 3.6938 1.5972
C 0.4624 4.5689 0.7156
O 1.1230 4.3511 -0.3518
O 0.1294 5.8406 1.1771
C 0.7826 6.9294 0.4387
H -1.6410 1.9745 2.2883
H -0.3183 1.5452 3.3206
H -0.8202 0.4799 1.9704
H -0.1581 2.1246 0.2319
H 1.2111 2.0643 1.3866
H 0.4608 7.8204 0.9778
H 0.3111 6.9704 -0.5431
H 1.8525 6.8616 0.2414
C -3.4648 3.9266 0.5630
C -3.7740 2.7546 -0.4403
O -3.4274 1.5112 0.1866
C -3.2785 0.3868 -0.5261
O -3.4727 0.1889 -1.7185
O -2.8442 -0.5457 0.3165
C -2.5510 -1.9020 -0.2253
H -2.4193 3.8062 0.8467
H -4.1684 3.6840 1.3593
H -3.6257 4.9086 0.1180
H -3.2301 2.8537 -1.3798
H -4.7858 2.7309 -0.8450
H -3.4181 -2.5136 -0.4745
H -1.9248 -2.4173 0.5031
H -1.9871 -1.8920 -1.1581
C 0.8836 -5.5694 2.3283
C 0.3734 -4.4340 3.1687
O -0.9895 -4.1697 2.9629
C -1.5286 -3.1137 3.5594
O -1.0259 -2.3011 4.3932
O -2.8241 -3.0906 3.2508
C -3.6498 -2.1096 3.8970
H 1.1920 -6.4795 2.8428
H 1.7686 -5.2027 1.8083
H 0.0933 -6.0054 1.7171
H 1.0073 -3.5818 2.9237
H 0.5610 -4.6623 4.2178
H -3.3383 -1.1660 3.4489
H -3.5257 -2.0958 4.9798
H -4.6569 -2.4122 3.6102
```

The following is a quantum chemistry calculation of 6 unconnected molecules or ions with the total composition C18H42Cl3N3O14, from the OMol25 dataset.

energy relative to the best compared isomer or geometry (same formula, charge and spin) = 63.4 kcal per mole
DFT total energy = -90026.190 eV
HOMO energy = -3.249 eV
2S+1 = 1
charge = -2
HOMO-LUMO gap = 7.10 eV

The geometry in XYZ format:
```
80
C18H42Cl3N3O14 | the OMol25 dataset | ωB97M-V/def2-TZVPD
N 0.3384 -0.0609 1.2046
H 0.6348 0.2100 2.1314
H 1.1894 -0.2191 0.6843
H -0.0958 0.7340 0.7578
H -0.3208 -0.8224 1.2808
Cl -1.3851 3.3500 2.0784
O -2.6767 3.9824 1.9991
O -0.9566 2.7758 0.7932
O -0.3537 4.2506 2.4496
O -1.4684 2.2535 3.0330
Cl 0.9192 -3.4792 3.3589
O 0.4402 -2.1472 3.4156
O 2.2419 -3.5572 3.8127
O 0.1198 -4.2493 4.2499
O 0.7635 -3.9611 1.9897
Cl 3.1870 1.1494 4.2262
O 1.8476 1.4121 3.8359
O 3.4347 -0.2589 4.4237
O 4.1624 1.7332 3.3525
O 3.3876 1.7210 5.5803
C -3.7620 -0.7272 -2.3885
C -2.9644 0.2331 -1.3629
C -3.9020 1.5046 -1.3641
C -5.1925 1.3420 -0.5389
C -4.8808 0.8289 0.9025
C -4.0761 -0.5505 0.9059
N -2.8742 -0.3862 -0.0521
O -1.8595 -1.3255 0.0787
C -3.5154 -0.7660 2.2486
C -4.9262 -1.7810 0.6211
C -1.6544 0.6888 -2.0394
H -4.8041 -0.9547 -2.1642
H -3.2921 -1.6867 -2.6044
H -3.8119 -0.1863 -3.3335
H -3.3638 2.3306 -0.8990
H -4.1830 1.9283 -2.3282
H -5.7983 0.6293 -1.0985
H -5.7302 2.2901 -0.5317
H -5.7418 0.6153 1.5360
H -4.2487 1.5862 1.3664
H -2.8925 -1.6327 2.4698
H -2.9750 0.1658 2.4151
H -4.2680 -0.8248 3.0349
H -5.6531 -1.5920 -0.1688
H -4.2491 -2.6351 0.6073
H -5.6652 -1.8676 1.4177
H -0.8524 -0.0190 -1.8295
H -1.4005 1.7146 -1.7720
H -1.6940 0.6064 -3.1256
H -2.1800 -2.2259 -0.0115
C 1.6759 -2.2271 -1.1002
C 2.7930 -1.2322 -1.5220
C 2.4307 -0.8268 -2.9736
C 3.1243 0.4211 -3.5287
C 3.0328 1.5411 -2.4337
C 3.4996 1.1167 -0.9772
N 2.7622 -0.0820 -0.5931
O 2.8602 -0.3072 0.8765
C 4.9945 0.9690 -0.9732
C 2.9348 2.2650 -0.2095
C 4.0824 -2.0976 -1.5228
H 1.8343 -2.7567 -0.1607
H 0.7179 -1.7119 -1.1695
H 1.6444 -2.9951 -1.8731
H 2.7486 -1.6193 -3.6510
H 1.3650 -0.5984 -2.9560
H 4.1594 0.1380 -3.7198
H 2.7184 0.7360 -4.4901
H 2.0251 1.9494 -2.5110
H 3.6490 2.3870 -2.7387
H 5.2254 0.1618 -0.2782
H 5.5087 1.9023 -0.7437
H 5.4329 0.5441 -1.8761
H 3.3628 2.2642 0.7930
H 1.8562 2.1986 -0.0666
H 3.2720 3.2712 -0.4584
H 4.8957 -1.7434 -2.1561
H 4.5904 -2.2551 -0.5713
H 4.0201 -3.0220 -2.0970
H 3.7853 -0.5100 1.0335
```

- DFT total energy of number 1 (C18H42BCrF4NO11)?
  -83328.268 eV